Entry 1:
Molecular formula: C11H13AsCl3N3S5SiZn
Method: DFT, the ωB97M-V functional and the def2-TZVPD basis

Computed properties:
Orbital gap: 4.90 eV
HOMO level: -1.13 eV
Molecular weight: 622.34 g/mol
Maximum force: 1.202 eV Å⁻¹
Lowest unoccupied orbital energy: 3.766 eV
Total charge: -2
Multiplicity: 1

Last column: Mulliken charge in e.
Element x y z (Å)
Zn -0.529198 -0.076340 0.649823  0.669
S -1.595435 -3.421890 3.884793  -0.670
As -2.104533 -1.683889 2.777696  0.491
S -0.589635 -0.075578 2.997486  -0.548
S -1.893544 -1.995641 0.575983  -0.588
S -4.061579 -0.910704 3.245214  -0.683
S -1.879020 2.396927 0.476986  -0.320
C -3.147988 1.552126 -0.312246  -0.004
N -3.304981 1.670629 -1.657756  -0.132
C -4.116658 0.775596 -2.487453  -0.678
C -4.429028 -0.486889 -1.716209  -0.181
C -4.933107 -0.132395 -0.333831  -0.692
N -3.982183 0.754471 0.332996  0.009
H -2.555133 2.179629 -2.096501  0.225
H -3.548825 0.540024 -3.388107  0.335
H -5.040141 1.277745 -2.790862  0.320
H -3.519292 -1.074918 -1.596604  -0.050
H -5.162365 -1.089243 -2.255089  0.415
H -5.013142 -1.015314 0.298397  0.343
H -5.919642 0.346544 -0.389511  0.300
H -3.775705 0.512522 1.308163  0.068
N 1.787459 -0.325155 0.812619  -0.254
C 2.924117 -0.254808 0.857429  -0.038
C 4.371390 -0.149220 0.941857  0.590
C 5.106692 0.043057 -0.218907  -0.300
C 6.490434 0.135753 -0.139738  -0.524
C 7.126078 0.035384 1.089194  -0.324
C 6.382797 -0.154855 2.244474  -0.468
C 4.999656 -0.247783 2.173173  -0.421
H 4.582361 0.116101 -1.165080  0.299
H 7.070442 0.286142 -1.042158  0.372
H 8.206158 0.102990 1.147230  0.363
H 6.878061 -0.232194 3.204156  0.364
H 4.399489 -0.395944 3.062883  0.503
Cl -1.114386 -1.021414 -3.168521  -0.340
Si 0.012532 0.233565 -1.864963  0.346
Cl 2.014816 -0.313784 -2.502988  -0.407
Cl -0.136952 2.098770 -2.954020  -0.389

Atomic forces in eV per Å
Zn -0.45 -0.10 0.17
S 0.01 0.06 -0.10
As -0.06 -0.06 0.30
S 0.05 0.07 0.01
S 0.06 0.11 -0.14
S 0.15 0.02 -0.28
S -0.27 -0.19 -0.19
C -0.02 -0.14 -0.28
N 0.07 -0.01 0.10
C 0.14 0.15 0.16
C 0.09 -0.13 0.05
C 0.06 0.14 0.13
N -0.12 -0.07 0.03
H 0.04 0.04 -0.06
H 0.04 0.05 0.01
H -0.07 0.09 0.02
H 0.02 -0.06 -0.02
H -0.04 0.00 0.01
H 0.00 -0.01 0.05
H 0.04 0.02 0.03
H -0.05 0.06 0.14
N -0.45 -0.09 -0.15
C 1.18 0.13 0.21
C -0.68 -0.09 -0.15
C 0.17 0.05 -0.26
C -0.15 0.01 -0.09
C 0.06 0.00 -0.01
C -0.13 -0.01 0.06
C 0.12 -0.02 0.35
H 0.05 -0.01 0.04
H -0.03 -0.01 0.02
H -0.03 0.01 0.00
H -0.02 0.00 -0.01
H 0.05 0.00 -0.03
Cl 0.02 -0.01 -0.07
Si 0.09 0.10 0.10
Cl 0.04 0.00 -0.09
Cl 0.01 -0.07 -0.02


Entry 2:
Molecular formula: C19H43AlB2Cl2F11N7NaO11PV
Method: DFT, the ωB97M-V functional and the def2-TZVPD basis

Computed properties:
Orbital gap: 2.02 eV
HOMO level: -14.30 eV
Molecular weight: 978.99 g/mol
Maximum force: 5.758 eV Å⁻¹
Lowest unoccupied orbital energy: -12.288 eV
Total charge: +3
Multiplicity: 1

Last column: Mulliken charge in e.
Element x y z (Å)
C -3.067380 -1.209987 -3.489706  -0.570
O -2.807266 -2.561037 -3.090453  -0.189
B -3.304515 -2.857963 -1.888745  0.508
O -4.635578 -3.210658 -1.765395  -0.337
C -2.303325 -2.804035 -0.628735  0.718
C -1.756941 -1.385488 -0.498308  -0.532
C -1.001235 -1.232795 0.848654  0.677
N 0.435204 -1.120367 0.574346  -0.471
N -1.318004 -2.310979 1.673082  -0.125
N -1.344094 0.131093 1.434648  -0.809
H -2.224121 -0.585958 -3.115571  0.104
H -3.112791 -1.094577 -4.570717  0.301
H -3.964824 -0.840072 -2.974839  0.337
H -4.915489 -2.982555 -0.866891  0.316
H -1.495811 -3.540081 -0.807084  -0.490
H -1.082686 -1.195360 -1.348687  0.134
H -2.599571 -0.682802 -0.618299  0.391
H 0.578958 -0.374160 -0.095272  0.116
H 0.770036 -1.980344 0.142006  0.168
H -0.690297 -2.312895 2.482191  0.125
H -2.243308 -2.127018 2.052899  0.325
H -2.366579 0.095798 1.494405  0.423
H -1.183926 0.769756 0.641802  0.129
C 5.595996 1.712261 -1.532249  -1.577
C 4.833277 0.725490 -2.455198  1.380
C 5.473766 0.708737 -3.859656  -1.360
C 5.164861 1.960669 -4.692967  -0.304
C 3.654853 2.232714 -4.758219  -1.321
C 2.985197 2.289036 -3.369600  1.404
N 3.371575 1.100852 -2.525420  1.029
O 2.771128 0.177429 -2.896478  -0.346
C 3.364629 3.605125 -2.653905  -1.626
C 1.456558 2.407802 -3.556148  -1.791
C 5.051669 -0.644023 -1.794206  -1.816
H 4.963156 2.076911 -0.722943  0.355
H 6.448686 1.229127 -1.061762  0.495
H 6.005118 2.571897 -2.062570  0.266
H 5.121105 -0.165299 -4.415864  0.450
H 6.553330 0.590268 -3.760511  0.377
H 5.707295 2.853525 -4.275599  0.495
H 5.553926 1.817640 -5.712208  0.422
H 3.471495 3.169127 -5.288070  0.430
H 3.191876 1.446744 -5.362487  0.410
H 2.986348 3.621657 -1.631795  0.392
H 2.929794 4.456489 -3.174463  0.465
H 4.434235 3.797812 -2.620999  0.296
H 1.041713 1.593874 -4.150597  0.437
H 1.209957 3.327622 -4.081444  0.501
H 0.933371 2.429765 -2.593102  0.391
H 4.604589 -0.674498 -0.799082  0.487
H 6.115551 -0.841948 -1.687373  0.515
H 4.643207 -1.466725 -2.381095  0.420
B -5.031371 -4.239246 -4.710810  0.546
F -5.813123 -3.326248 -3.979759  -0.379
F -5.846079 -5.067774 -5.463775  -0.338
F -4.165196 -3.507639 -5.553580  -0.407
F -4.254376 -5.047071 -3.817951  -0.397
Na -1.770349 2.552137 0.474228  0.975
F -3.042767 -4.699285 4.561092  -0.372
P -3.941489 -4.733465 3.185573  0.883
F -2.661066 -3.820175 2.767641  -0.065
F -3.627425 -5.530231 1.736887  -0.362
F -4.259510 -6.282602 3.567255  -0.297
F -4.831799 -3.685075 2.214167  -0.413
F -5.205220 -4.338156 4.139405  -0.338
C -1.844139 4.068030 4.796620  -0.705
N -2.376284 5.412142 4.442680  0.931
O -2.146247 6.313067 5.201102  -0.512
O -3.006983 5.500676 3.401788  -0.564
H -1.309639 4.134779 5.737344  0.330
H -2.691940 3.393528 4.883911  0.294
H -1.175480 3.763076 3.994583  0.206
C 0.450901 -2.805817 7.096758  -0.482
C 0.724861 -1.668714 6.147963  0.270
O 0.437453 -2.243542 4.881822  -0.307
C -0.516357 -3.212602 5.112902  0.584
O -1.177754 -3.707095 4.270231  -0.347
O -0.599765 -3.511330 6.425755  -0.313
F 2.029721 -1.297799 6.173222  -0.287
H 1.312046 -3.464739 7.216803  0.298
H 0.129714 -2.464844 8.077856  0.276
H 0.094500 -0.790535 6.303073  0.289
O -6.287484 -6.885992 1.332394  -0.500
V -5.876001 -5.873043 0.067856  1.873
O -5.402895 -5.001241 -1.328212  -0.623
Al 6.858523 4.000045 -5.352370  0.712
C 0.053752 8.992499 3.200547  0.615
O 1.111600 8.647770 3.698378  -0.640
N -1.156428 8.631402 3.721523  -0.301
N -0.009353 9.770502 2.074112  -0.378
H -2.036741 8.901581 3.325904  0.155
H -1.149846 8.066158 4.547726  0.183
H 0.860561 10.056352 1.666484  0.220
H -0.866794 10.067644 1.649227  0.172
C 1.115921 -5.704215 -1.601471  -0.402
Cl 2.369052 -6.527601 -0.692529  -0.114
Cl 0.945352 -4.003885 -1.068163  -0.118
H 1.375517 -5.712084 -2.653784  0.358
H 0.171029 -6.212862 -1.445719  0.266

Atomic forces in eV per Å
C 0.45 0.72 0.62
O 1.30 0.53 0.28
B -4.01 -2.28 0.56
O 1.89 2.67 0.76
C 3.06 1.67 -3.80
C -1.54 -0.82 1.12
C 1.57 2.21 -1.84
N -0.14 -0.55 0.45
N -0.01 1.06 0.03
N -0.62 -0.08 -0.48
H -0.16 -0.16 -0.30
H -0.26 -0.55 0.08
H -0.10 -0.13 -0.56
H -0.29 -0.32 0.00
H -0.32 -0.10 1.40
H -0.22 -0.47 0.00
H 0.22 -0.07 0.21
H 0.11 -0.02 -0.05
H 0.03 0.11 0.29
H -0.11 -0.71 0.05
H -0.07 -0.72 0.15
H 0.02 0.14 0.41
H 0.39 -0.91 0.12
C -0.12 0.45 -0.13
C 3.44 0.41 3.29
C -0.81 0.49 -0.88
C -0.27 -0.22 0.29
C 0.89 -0.89 -0.05
C -1.46 4.45 0.93
N 2.62 -0.03 -5.13
O -3.13 -3.01 1.10
C 0.47 -0.03 0.07
C -0.10 -1.09 0.04
C -0.97 -0.47 -0.38
H 0.02 0.02 0.00
H -0.08 -0.18 -0.09
H -0.12 0.08 0.03
H -0.09 0.01 0.05
H -0.08 -0.10 0.44
H -0.86 -0.94 0.50
H -0.08 -0.08 0.03
H -0.32 0.08 0.32
H -0.01 -0.05 0.08
H 0.05 0.01 0.01
H -0.15 -0.15 -0.08
H 0.03 -0.09 0.14
H 0.03 -0.07 0.06
H 0.27 0.06 0.03
H 0.20 0.01 -0.09
H 0.05 0.03 0.01
H 0.03 0.25 -0.06
H -0.10 0.03 0.02
B -0.26 -0.44 -0.56
F 0.00 0.19 0.09
F 0.03 0.00 0.07
F 0.32 0.19 0.22
F 0.20 0.37 0.14
Na -0.50 0.93 0.44
F -2.11 -1.45 0.19
P 0.04 -0.97 3.75
F -2.08 0.11 -2.14
F -0.25 0.28 -1.89
F -0.44 0.31 -0.10
F -0.10 -0.13 -1.87
F 0.30 0.06 0.16
C 0.02 -0.16 0.17
N 0.04 -0.23 -0.09
O -0.11 0.19 0.24
O 0.11 -0.15 -0.15
H -0.01 0.10 -0.02
H 0.00 0.01 -0.07
H -0.04 0.01 0.02
C -0.17 -0.15 0.53
C 0.53 -0.18 -0.15
O -0.39 0.28 0.39
C -0.11 -0.59 0.23
O 3.11 1.12 0.53
O 0.34 0.43 -0.16
F -0.07 0.13 -0.09
H 0.10 0.13 -0.14
H -0.21 -0.11 -0.06
H 0.13 0.08 0.00
O 0.48 1.18 -3.71
V 1.10 1.03 3.19
O -1.61 -3.76 1.83
Al 1.01 1.01 -0.77
C -0.16 0.16 0.06
O 0.01 -0.15 -0.14
N 0.17 -0.09 -0.19
N 0.10 -0.18 -0.18
H -0.01 0.07 0.05
H -0.06 0.10 0.09
H 0.01 0.10 0.07
H -0.02 0.08 0.09
C 0.18 -0.66 -0.07
Cl -0.07 0.08 -0.05
Cl -0.04 0.10 -0.19
H 0.01 0.19 0.03
H -0.04 0.15 0.11


Entry 3:
Molecular formula: C23H57BF3N9O7P3
Method: DFT, the ωB97M-V functional and the def2-TZVPD basis

Computed properties:
Orbital gap: 6.67 eV
HOMO level: -9.80 eV
Molecular weight: 732.49 g/mol
Maximum force: 7.781 eV Å⁻¹
Lowest unoccupied orbital energy: -3.132 eV
Total charge: +1
Multiplicity: 1

Last column: Mulliken charge in e.
Element x y z (Å)
C -3.822739 3.980202 3.370087  -0.887
B -2.269343 3.614104 3.367471  0.501
O -1.392474 4.662425 3.486957  -0.652
N -1.749808 2.234843 3.202023  0.693
C -1.821805 1.376007 4.304304  -0.188
N -2.684152 0.452711 4.572527  0.058
C -3.805557 0.177818 3.668426  -0.718
O -4.925661 0.892265 4.160258  -0.388
C -6.009846 0.903286 3.278687  0.618
C -6.502844 -0.420049 2.684568  -0.960
O -6.551478 1.889311 3.035867  -0.424
N -0.678447 1.688810 5.080262  -0.395
C 0.384523 1.387934 4.052774  0.139
P 1.943177 2.153601 4.772152  -0.003
C 3.183247 2.310209 3.384356  -0.673
O 2.543132 0.924866 5.758759  -0.512
C -0.315698 2.114307 2.824182  -0.780
C -0.208452 1.035076 1.703369  -1.028
C -0.931777 1.374606 0.384201  -0.282
O -2.348012 1.325830 0.484352  -0.617
C -0.485592 2.685022 -0.267450  0.331
F -0.830517 3.778818 0.422373  -0.249
F -1.049303 2.768641 -1.466435  -0.216
F 0.833477 2.720182 -0.417999  -0.245
H -4.073977 4.567171 2.468459  0.397
H -4.482220 3.107242 3.394845  0.158
H -4.015410 4.610208 4.254960  0.278
H -1.865265 5.442551 3.157387  0.323
H -2.537081 -0.079107 5.425911  0.304
H -3.530765 0.409903 2.627679  0.488
H -4.024491 -0.900247 3.754009  0.442
H -7.061823 -0.934768 3.485820  0.300
H -7.211669 -0.209288 1.879742  0.344
H -5.694546 -1.069005 2.323735  0.311
H -0.620477 0.918825 5.760850  0.416
H 0.565447 0.309445 3.890684  0.438
H 3.455976 3.368612 3.320879  0.313
H 4.068739 1.711351 3.641524  0.302
H 2.706491 1.933833 2.467652  0.061
H 3.440711 0.706893 5.461076  0.298
H 0.248633 3.044011 2.691535  0.915
H -0.588868 0.080904 2.096168  0.403
H 0.861408 0.909258 1.457084  0.452
H -0.669095 0.576690 -0.332266  0.525
H -2.690881 2.223226 0.609491  0.396
O -3.460940 -1.867181 -2.080272  -0.780
P -3.245882 -1.493831 -3.536732  0.928
N -4.302706 -0.127549 -3.542341  0.084
C -5.288848 0.219158 -4.549682  -0.858
C -3.869010 1.002671 -2.729508  -1.069
N -4.028951 -2.879032 -4.199554  0.117
C -5.048488 -2.843494 -5.234862  -1.104
C -4.333519 -3.974997 -3.285043  -0.977
N -2.629187 -1.128648 -5.144927  -0.078
C -1.578941 -2.119804 -5.526973  -1.128
C -1.982232 0.186118 -5.327445  -1.064
H -4.887869 0.279239 -5.569270  0.302
H -5.750712 1.184855 -4.339807  0.380
H -6.115816 -0.491944 -4.550847  0.235
H -2.992265 1.511420 -3.152583  0.230
H -3.591790 0.662330 -1.728423  0.294
H -4.653424 1.748584 -2.593976  0.445
H -6.036427 -2.610165 -4.822433  0.310
H -5.125154 -3.821733 -5.719651  0.392
H -4.814316 -2.140715 -6.032269  0.306
H -5.201488 -3.746909 -2.655159  0.301
H -3.486308 -4.201088 -2.641851  0.289
H -4.549635 -4.892060 -3.839223  0.314
H -0.720940 -2.071557 -4.849487  0.356
H -1.230021 -1.935346 -6.544008  0.409
H -1.961217 -3.137454 -5.508273  0.331
H -1.196552 0.365232 -4.587588  0.369
H -2.695927 1.006692 -5.279612  0.309
H -1.538691 0.250225 -6.321601  0.374
O 4.547365 -0.211135 1.078474  -0.681
P 5.436482 -1.245402 0.409976  0.854
N 6.936128 -0.595240 0.966203  0.050
C 8.146820 -0.387905 0.191445  -0.813
C 7.171598 -0.687909 2.403884  -0.825
N 5.120231 -0.734182 -1.207523  0.157
C 6.137272 -0.464446 -2.210743  -1.092
C 4.012707 0.193601 -1.409653  -1.007
N 6.204115 -2.688072 -0.242733  -0.106
C 5.171638 -3.600293 -0.821053  -1.124
C 6.953714 -3.533119 0.709218  -1.092
H 8.504074 -1.283471 -0.331766  0.299
H 8.969358 -0.046736 0.821021  0.363
H 8.010982 0.404878 -0.544696  0.208
H 7.348552 -1.718304 2.738426  0.284
H 6.303877 -0.314802 2.955301  0.047
H 8.021209 -0.084010 2.722586  0.415
H 6.570417 0.534404 -2.089839  0.315
H 5.696756 -0.505115 -3.211937  0.369
H 6.933441 -1.206113 -2.212489  0.329
H 4.278010 1.213657 -1.106384  0.305
H 3.129927 -0.116905 -0.853855  0.223
H 3.717455 0.220111 -2.462035  0.350
H 4.470916 -3.944582 -0.054741  0.361
H 5.643103 -4.471356 -1.277879  0.413
H 4.596231 -3.111081 -1.603315  0.318
H 6.352082 -3.804918 1.580835  0.378
H 7.867247 -3.053050 1.055240  0.324
H 7.280667 -4.450056 0.218135  0.375

Atomic forces in eV per Å
C 0.53 -0.59 0.16
B -1.29 1.14 0.00
O -0.14 -0.82 -0.94
N 0.32 -0.35 0.33
C 2.00 2.76 0.11
N -0.43 0.34 -0.63
C -0.59 -1.18 0.74
O 0.44 0.02 -0.49
C 0.58 -3.52 -0.45
C 0.31 -0.12 0.66
O -1.47 3.60 -0.21
N -1.22 -4.01 0.18
C 0.31 1.08 0.09
P 0.34 1.27 0.90
C -0.87 -0.69 0.42
O -0.09 0.36 -1.16
C 1.63 -2.27 0.22
C 0.21 1.53 -0.60
C -0.07 -0.76 0.16
O 0.13 0.39 0.09
C -0.02 -0.91 -0.07
F -0.39 0.27 0.40
F -0.16 0.31 -0.48
F 0.53 -0.05 0.00
H 0.09 -0.14 0.30
H 0.02 0.39 0.02
H -0.12 -0.17 -0.36
H 0.36 0.12 0.51
H -0.39 0.00 -0.19
H 0.07 0.28 0.42
H 0.36 0.30 -0.11
H 0.33 0.01 -0.28
H 0.32 0.09 0.16
H -0.30 0.10 0.10
H 0.39 0.76 0.54
H -0.54 0.28 0.07
H -0.08 -0.31 -0.14
H -0.19 0.13 -0.40
H 0.65 0.20 0.01
H -0.27 -0.28 0.20
H -0.85 0.06 -0.50
H 0.00 0.28 -0.28
H -0.33 -0.12 0.20
H -0.01 0.38 0.12
H 0.01 -0.25 0.05
O 3.91 0.71 -0.06
P -7.49 -0.79 -1.63
N 0.02 0.90 0.25
C 0.01 -0.28 -0.51
C 0.40 -0.30 0.48
N 0.09 -0.25 0.18
C 0.27 0.00 -0.60
C 0.13 -0.02 0.31
N 3.11 -0.42 1.73
C -0.10 -0.46 -0.35
C -0.35 0.56 0.01
H -0.01 -0.05 -0.02
H 0.25 0.03 0.20
H 0.09 -0.08 -0.10
H -0.05 0.22 0.04
H 0.04 -0.06 -0.06
H -0.12 -0.14 -0.19
H -0.01 0.01 0.00
H 0.05 -0.03 0.12
H 0.03 0.17 0.18
H 0.02 -0.06 0.07
H -0.09 0.13 0.06
H -0.04 0.17 -0.22
H 0.11 0.08 -0.15
H -0.06 0.20 0.06
H -0.19 0.11 0.14
H 0.09 0.05 -0.12
H -0.14 -0.15 0.21
H 0.03 -0.25 0.04
O -1.44 -3.26 1.74
P 3.93 5.35 -4.06
N 0.44 -0.07 0.83
C 0.06 -0.24 -0.53
C -0.57 0.00 0.23
N -0.37 0.06 -0.02
C 0.16 -0.54 -0.33
C -0.20 0.07 0.24
N -2.68 -1.53 1.89
C -0.13 -0.04 -0.58
C 0.58 0.19 0.28
H -0.02 0.00 -0.04
H -0.20 -0.11 0.24
H -0.05 -0.11 -0.08
H 0.14 0.03 0.13
H -0.03 -0.04 -0.08
H 0.02 0.02 -0.22
H 0.01 0.01 0.00
H -0.10 0.03 0.07
H 0.02 0.05 0.24
H -0.09 0.03 0.01
H 0.10 0.07 0.10
H 0.25 -0.12 -0.05
H 0.09 -0.19 -0.01
H 0.15 0.05 0.15
H 0.11 0.21 0.10
H 0.05 -0.15 -0.03
H -0.14 0.26 -0.01
H -0.22 0.04 -0.13